Density functional theory data (the ωB97M-V functional and the def2-TZVPD basis) for a cluster of 17 separate species, C91H216N14O17 in total.

Properties
HOMO level (eV): -8.516
Molecular weight (g mol⁻¹): 1778.81

```
338
C91H216N14O17 | OMol25 | the ωB97M-V functional and the def2-TZVPD basis
C 7.89849 -2.95278 9.95652
C 6.72932 -3.16135 9.04074
C 6.40239 -1.94710 8.14989
O 6.05726 -0.89464 8.98316
C 5.48513 0.21481 8.31726
N 6.91021 -4.38512 8.21829
H 7.75851 -2.05598 10.58151
H 8.81684 -2.75024 9.37021
H 8.19896 -3.73200 10.68925
H 5.77668 -3.30188 9.60563
H 5.56885 -2.20584 7.43039
H 7.23346 -1.74101 7.48902
H 6.13573 1.09034 8.43808
H 4.53270 0.53757 8.70802
H 5.32362 -0.03122 7.25311
H 7.54002 -5.03519 8.66579
H 6.01025 -4.76644 7.96221
C -3.68533 -5.05201 -1.61062
C -2.29952 -5.53769 -1.50162
C -2.17769 -6.99091 -1.92066
O -3.00581 -7.85825 -1.20923
C -2.46415 -8.54179 -0.21510
N -1.35567 -4.67772 -2.26546
H -4.37689 -5.86324 -1.40812
H -3.87462 -4.62878 -2.60590
H -3.91760 -4.27398 -0.88039
H -1.96795 -5.48945 -0.43981
H -1.07247 -7.22806 -1.84270
H -2.43599 -7.03834 -2.98949
H -1.78085 -9.32142 -0.56952
H -3.28694 -8.98995 0.26125
H -1.93188 -7.89572 0.46479
H -0.41060 -5.02111 -2.16932
H -1.61722 -4.60850 -3.22358
C -3.92314 -3.20325 2.69413
C -4.60779 -3.27608 4.05046
C -5.02528 -1.95942 4.65776
O -3.87115 -1.27903 5.19334
C -4.02059 0.04987 5.20369
N -5.75720 -4.21161 3.99728
H -3.06999 -2.55772 2.80935
H -4.53250 -2.92989 1.78806
H -3.46120 -4.18132 2.59586
H -3.87996 -3.68602 4.74449
H -5.66979 -2.28506 5.51165
H -5.54469 -1.34270 3.92370
H -4.76683 0.35616 5.87933
H -4.26216 0.49372 4.19491
H -3.13116 0.61838 5.62679
H -6.28053 -3.87009 3.18922
H -5.47174 -5.13459 3.67604
C -2.56071 -2.02882 -4.98520
C -1.82665 -2.99201 -5.99132
C -0.32192 -2.99054 -5.73448
O 0.31155 -1.84673 -6.31882
C 1.59643 -1.72811 -5.80705
N -2.25659 -4.38197 -5.87084
H -2.78661 -2.46865 -3.98135
H -3.51417 -1.70479 -5.42693
H -1.99299 -1.12429 -4.90912
H -1.92038 -2.57177 -6.97629
H 0.14330 -3.91938 -6.13933
H -0.11626 -2.98173 -4.63924
H 2.17175 -0.90330 -6.28324
H 2.11871 -2.68496 -5.97944
H 1.69433 -1.59710 -4.74807
H -1.80357 -4.82990 -6.64747
H -3.25412 -4.37951 -6.21980
C -7.14236 -3.30314 -0.14964
C -6.69469 -2.83209 -1.54188
C -7.91357 -2.24937 -2.19476
O -8.86374 -3.27878 -2.43836
C -9.93655 -2.88419 -3.26928
N -5.60466 -1.81175 -1.39335
H -6.28608 -3.68750 0.48919
H -7.95096 -4.07965 -0.21375
H -7.60582 -2.48491 0.38744
H -6.34413 -3.63899 -2.19361
H -7.65940 -1.85191 -3.15775
H -8.37824 -1.48409 -1.44029
H -9.52566 -2.74619 -4.29166
H -10.39255 -1.86108 -2.91221
H -10.74246 -3.67360 -3.29604
H -4.69727 -2.23577 -1.22885
H -5.53319 -1.16078 -2.21915
C -1.39116 -0.56015 -1.83084
C -1.42015 -1.10716 -0.45547
C -1.97773 -0.00771 0.46104
O -1.94195 -0.24791 1.82421
C -0.75277 0.16066 2.42202
N -2.23101 -2.31955 -0.41459
H -2.40896 -0.41095 -2.24625
H -0.95458 -1.28521 -2.53124
H -0.70792 0.27712 -1.98112
H -0.38674 -1.21811 -0.10719
H -3.00296 0.15641 0.15048
H -1.34015 0.85159 0.26166
H -0.77439 -0.29021 3.47340
H -0.71017 1.28094 2.44048
H 0.10692 -0.20555 1.92509
H -2.22308 -2.66525 0.56006
H -1.82329 -2.94791 -1.11151
C -9.46089 1.11115 -3.14168
C -8.74328 2.43261 -2.78039
C -8.13204 2.44861 -1.41183
O -7.85647 3.75497 -0.92161
C -7.48458 3.70006 0.41871
N -7.75116 2.72535 -3.82000
H -9.83464 1.18744 -4.18875
H -10.23473 0.85976 -2.41486
H -8.75971 0.30815 -3.19013
H -9.45593 3.24159 -2.77320
H -7.24394 1.78750 -1.51099
H -8.80545 1.97083 -0.70651
H -6.71339 4.42514 0.57345
H -7.18150 2.64573 0.57633
H -8.32186 4.03696 1.11312
H -7.18210 3.58038 -3.64262
H -8.20537 2.89866 -4.68369
C -3.83572 2.45234 -6.91159
C -2.28449 2.65238 -6.81974
C -1.77301 1.30018 -6.35312
C -0.23628 1.25250 -6.33834
C 0.26629 1.59317 -7.71290
C -0.19180 2.93637 -8.21648
N -1.71615 2.96228 -8.13412
O -2.20527 4.21864 -8.51595
C 0.59753 4.03621 -7.52774
C 0.21581 3.00894 -9.72572
C -2.11795 3.75979 -5.73369
H -4.30944 2.50052 -5.96327
H -4.10676 1.48231 -7.30674
H -4.27877 3.21088 -7.57090
H -2.32693 1.08358 -5.46214
H -1.99797 0.58142 -7.10987
H 0.06197 0.23881 -6.11300
H 0.16707 1.94443 -5.61861
H -0.07933 0.77852 -8.35602
H 1.37303 1.60372 -7.73080
H 1.00658 3.76526 -6.57874
H 1.45758 4.31631 -8.12574
H -0.02206 4.90998 -7.49478
H 1.25601 2.81976 -9.94043
H -0.35429 2.26436 -10.32068
H -0.01040 3.97731 -10.09763
H -1.07756 3.98241 -5.44137
H -2.68310 3.62765 -4.76442
H -2.41828 4.72933 -6.08577
H -2.69401 4.04211 -9.35375
C 3.03026 1.21377 4.22385
C 2.49028 2.09870 5.38711
C 1.54105 3.11839 4.74503
C 0.66152 3.79122 5.75464
C -0.23179 2.80231 6.51418
C 0.68003 1.72842 7.24299
N 1.57091 1.16714 6.09487
O 2.45276 0.20826 6.74023
C 1.45750 2.35433 8.38961
C -0.11169 0.62226 7.79485
C 3.67239 2.76388 6.11233
H 2.36039 0.44441 3.84456
H 4.01256 0.76527 4.29026
H 3.15673 1.85797 3.34047
H 2.08959 3.87594 4.21423
H 0.86342 2.62959 4.03307
H 0.12626 4.52703 5.24422
H 1.28409 4.27387 6.52567
H -0.88318 2.26243 5.88662
H -0.79545 3.30848 7.33481
H 0.74155 2.81366 9.10974
H 2.01161 1.52858 8.90791
H 2.19164 3.07124 8.04019
H -0.67091 0.02433 7.02691
H 0.61631 -0.10043 8.29861
H -0.84911 0.96698 8.52665
H 4.27339 3.12666 5.26371
H 4.21942 1.91137 6.50550
H 3.38291 3.56368 6.77302
H 2.31518 -0.62996 6.21863
C 2.86432 -3.22558 -2.35208
C 3.25527 -4.69719 -2.64673
C 4.84281 -4.64813 -2.78030
C 5.47146 -5.99318 -2.65098
C 4.91956 -6.66115 -1.39037
C 3.42032 -6.71154 -1.19863
N 2.87270 -5.36785 -1.39484
O 1.42154 -5.46350 -1.41646
C 2.77388 -7.73425 -2.09285
C 3.27864 -7.04369 0.28311
C 2.51237 -5.11733 -3.90616
H 3.23507 -2.54396 -3.16333
H 3.23783 -3.01229 -1.36515
H 1.81243 -3.05071 -2.40734
H 5.06160 -4.27663 -3.75686
H 5.25170 -3.95075 -2.02969
H 6.56626 -5.81497 -2.55591
H 5.35153 -6.64519 -3.52053
H 5.30126 -6.03612 -0.57541
H 5.33426 -7.68172 -1.26030
H 2.99989 -7.49819 -3.14606
H 3.05351 -8.81951 -2.01392
H 1.71802 -7.62131 -2.04310
H 3.60651 -6.22702 0.85884
H 2.23482 -7.21594 0.50898
H 3.80134 -7.96358 0.53327
H 1.55591 -5.61060 -3.73159
H 3.12868 -5.74638 -4.55962
H 2.39585 -4.20138 -4.52472
H 1.13132 -5.05988 -0.63220
C 7.41058 4.22208 -0.57946
C 6.77165 4.94273 0.62899
C 7.20867 6.42671 0.48359
C 6.38275 7.28408 1.38014
C 4.91606 7.12219 0.89530
C 4.39831 5.70603 1.05506
N 5.35611 4.82354 0.30755
O 4.93023 3.48274 0.52945
C 4.26499 5.24462 2.54639
C 3.08627 5.55656 0.36386
C 7.16740 4.32443 1.98990
H 7.27625 4.75632 -1.51494
H 6.99160 3.19891 -0.70947
H 8.51316 4.04428 -0.46363
H 8.26333 6.46434 0.67043
H 6.97550 6.81175 -0.52514
H 6.72069 8.31710 1.39509
H 6.43289 6.95379 2.39913
H 4.88726 7.39367 -0.19817
H 4.29344 7.81826 1.43289
H 4.14438 4.13337 2.60065
H 5.08758 5.66486 3.13086
H 3.35550 5.70903 2.93746
H 3.27933 5.79395 -0.68656
H 2.65202 4.60963 0.61155
H 2.44862 6.40052 0.80022
H 6.58683 3.39862 2.15779
H 6.82958 4.97269 2.80555
H 8.21790 4.17548 2.13039
H 4.42511 3.25087 -0.28438
C 3.77957 -4.30818 3.23757
C 3.14777 -2.99151 2.81172
C 2.29526 -3.21741 1.50050
C 1.04119 -3.99748 1.76096
C 0.13914 -3.33711 2.80645
C 0.91883 -3.04515 4.09812
N 2.20792 -2.34164 3.80592
O 2.92522 -2.09257 5.04357
C 0.20893 -2.12592 5.03568
C 1.03310 -4.36234 4.77372
C 4.22547 -1.89322 2.45881
H 4.05351 -4.39828 4.28850
H 4.64682 -4.53444 2.65822
H 3.06518 -5.13167 3.13381
H 2.14366 -2.22464 1.04889
H 3.02113 -3.79347 0.91847
H 1.22101 -5.02468 2.05423
H 0.51349 -4.00346 0.80630
H -0.69877 -4.00499 3.02008
H -0.31811 -2.44116 2.39165
H 0.56946 -1.06652 5.02134
H -0.86794 -2.09268 4.76381
H 0.21810 -2.51274 6.05524
H 1.11393 -5.16526 4.02917
H 1.82230 -4.51946 5.50446
H 0.08210 -4.64233 5.28737
H 4.99484 -2.32289 1.84931
H 4.70123 -1.56039 3.38813
H 3.75962 -1.06662 1.95703
H 3.25694 -2.96453 5.33938
C 2.81102 1.33138 0.68991
C 2.71237 1.19515 -0.84782
C 1.49089 2.10248 -1.21906
C 1.30537 2.17393 -2.68365
C 2.56825 2.84152 -3.22703
C 3.93842 2.14068 -2.95482
N 3.90794 1.87305 -1.43416
O 5.05665 1.07758 -1.12951
C 4.09918 0.85572 -3.85258
C 5.15045 3.07152 -3.13018
C 2.58350 -0.26557 -1.21583
H 3.74745 0.92919 1.11780
H 2.01957 0.73496 1.08377
H 2.78758 2.40101 1.01820
H 0.53975 1.71599 -0.78632
H 1.72487 3.08500 -0.84193
H 0.41379 2.67761 -3.06616
H 1.27129 1.13211 -3.03829
H 2.60566 3.81604 -2.74644
H 2.43372 3.09126 -4.26515
H 4.27407 1.28208 -4.89061
H 4.90075 0.22891 -3.40075
H 3.18614 0.31629 -3.94168
H 6.06068 2.50450 -2.95251
H 5.07496 3.45207 -4.16857
H 5.04525 3.87036 -2.37781
H 1.72219 -0.74268 -0.74309
H 3.43815 -0.81217 -0.75651
H 2.50457 -0.39061 -2.29545
H 5.56567 1.57789 -0.39458
C -3.63903 6.56318 -1.15799
C -3.20242 5.10937 -1.29518
C -1.79368 4.80824 -1.99705
C -0.68753 5.23803 -1.07355
C -0.71556 4.40094 0.19681
C -2.00794 4.65050 0.95082
N -3.16911 4.36896 -0.04832
O -4.47583 4.54908 0.69651
C -2.20118 3.51137 1.94407
C -2.13905 5.91338 1.79412
C -4.26273 4.52399 -2.25969
H -4.64910 6.54146 -0.81483
H -3.47840 7.16705 -2.04335
H -3.12788 7.02028 -0.30401
H -1.72667 3.72538 -2.21235
H -1.85630 5.40871 -2.90212
H -1.01683 6.20298 -0.70252
H 0.34074 5.29584 -1.40885
H 0.19820 4.67755 0.78383
H -0.66487 3.33264 0.04531
H -3.03487 3.53697 2.57662
H -2.30938 2.53420 1.45161
H -1.36335 3.48953 2.68007
H -1.37595 6.05276 2.59797
H -1.99190 6.79764 1.19325
H -3.11996 6.03175 2.28423
H -5.32336 4.62814 -1.93059
H -4.00322 3.41586 -2.43641
H -4.24323 5.01992 -3.21335
H -4.91753 3.68866 0.53371
O -5.98819 -0.30856 1.00813
H -6.01311 -0.80725 0.16213
H -5.47409 -0.89138 1.55812
O -5.27253 0.81115 -3.25089
H -5.19969 1.33898 -2.40282
H -6.06634 1.10216 -3.69075
O -4.87517 1.91813 -0.55405
H -3.92763 2.27909 -0.53757
H -4.95815 1.13882 -0.02208
```